Entry 1:
ORCA calculation (the ωB97M-V functional and the def2-TZVPD basis) on a molecular structure, C46H57BHfI2N7P2S.

```
117
Properties=species:S:1:pos:R:3:forces:R:3:mulliken_charge:R:1
Hf -0.07792 0.25086 0.78106 0.1155 -0.2212 -0.7186 -1.628
C 3.00920 -0.98556 4.28062 -0.0157 -0.0137 -0.0207 -1.408
C 1.73469 -1.45176 3.57601 0.0547 -0.0017 -0.0300 0.965
C 1.86882 -1.52182 2.06106 0.0423 0.1156 0.0979 0.876
C 0.53427 -0.62392 3.90940 -0.1119 -0.0698 -0.1120 -0.654
C -0.06602 -0.38506 5.13817 -0.0341 0.0069 0.0412 -1.648
C -1.29205 0.18666 4.84130 0.0471 -0.2428 0.0606 -0.503
N -1.40907 0.30224 3.51904 -0.1484 0.2959 -0.2067 0.313
N -0.27112 -0.15421 2.92397 0.3431 0.1905 0.3599 1.510
B -2.69805 0.23076 2.66593 0.0864 -0.0330 -0.0368 -0.066
N -2.62649 -1.11515 1.90634 -0.0611 -0.0323 -0.0420 -0.298
C -3.51810 -2.10930 1.83258 -0.0491 0.0369 -0.0428 -0.390
C -3.20372 -2.92694 0.76311 0.0432 0.0041 0.0282 -1.788
C -2.07364 -2.35258 0.19352 -0.0414 0.0607 -0.0866 -0.330
N -1.71441 -1.26373 0.89982 0.0655 -0.0714 0.1435 1.877
C -1.33087 -2.68748 -1.05524 -0.0661 -0.0380 0.0439 1.255
C -0.31729 -1.59255 -1.33262 0.0769 0.0556 0.0596 0.742
C -2.27973 -2.88815 -2.23922 0.0151 -0.0462 -0.0154 -1.512
N -2.75187 1.32935 1.56557 -0.0451 0.1191 0.0736 0.107
C -3.78628 2.15065 1.37955 0.0111 0.0037 -0.0237 -0.755
C -3.69675 2.72657 0.12737 0.0616 0.0007 0.0270 -0.923
C -2.54974 2.19512 -0.44764 0.0209 0.0604 -0.0760 -0.447
N -1.94418 1.36681 0.44502 -0.0614 -0.0413 0.0778 1.239
C -2.14485 2.34564 -1.88579 -0.0361 -0.0348 0.0192 2.959
C -2.91547 1.31129 -2.72009 0.0119 -0.0131 -0.0063 -1.807
C -2.42611 3.75681 -2.39905 -0.0437 0.0036 -0.0061 -1.972
H 3.82955 -1.67399 4.07908 -0.0012 0.0060 -0.0071 0.459
H 2.86056 -0.95247 5.35925 0.0065 -0.0206 0.0004 0.485
H 3.30375 0.01335 3.95915 0.0051 0.0053 -0.0227 0.085
H 1.50958 -2.46109 3.93513 -0.0229 0.0024 0.0018 0.408
H 2.05944 -0.49937 1.68917 -0.0918 -0.0799 -0.0274 -1.484
H 0.98214 -1.99876 1.61171 -0.0367 0.0283 -0.0086 -0.110
H 2.72864 -2.09661 1.71738 0.0034 -0.0184 0.0413 0.832
H 0.30403 -0.65308 6.11319 0.0154 0.0039 -0.0068 0.620
H -2.10665 0.46184 5.49276 -0.0182 -0.0086 -0.0255 0.622
H -3.65683 0.31849 3.35896 -0.0578 -0.0161 0.0132 -0.086
H -4.33608 -2.16023 2.53412 0.0015 0.0017 -0.0129 0.577
H -3.73031 -3.80740 0.43853 -0.0001 -0.0001 0.0027 0.589
H -0.77810 -3.61841 -0.89517 -0.0021 0.0204 -0.0264 -0.201
H -0.80374 -0.59534 -1.38959 -0.0255 0.0588 -0.0206 -0.698
H 0.18585 -1.70152 -2.29014 -0.0036 -0.0448 -0.0018 0.437
H 0.50985 -1.63378 -0.59190 0.0059 0.0097 -0.0078 -0.252
H -2.87558 -1.99526 -2.43139 -0.0018 0.0179 0.0120 0.256
H -2.96427 -3.71375 -2.05128 0.0027 0.0080 0.0064 0.435
H -1.71162 -3.12737 -3.13818 -0.0081 0.0010 -0.0019 0.494
H -4.54519 2.25180 2.13918 0.0097 -0.0112 0.0043 0.617
H -4.39785 3.40618 -0.32427 0.0048 0.0027 0.0057 0.629
H -1.08008 2.11893 -1.98085 0.0237 0.0342 -0.0083 -1.369
H -3.98857 1.49919 -2.67053 0.0055 -0.0019 0.0035 0.402
H -2.73834 0.29314 -2.36896 -0.0029 -0.0205 0.0106 0.295
H -2.61045 1.37154 -3.76510 -0.0010 -0.0008 0.0066 0.468
H -3.49888 3.95273 -2.41450 -0.0013 -0.0059 -0.0096 0.559
H -2.06925 3.85786 -3.42408 -0.0021 0.0083 0.0055 0.410
H -1.94788 4.52273 -1.78957 -0.0125 -0.0067 0.0056 0.379
C 4.41886 5.23744 -5.04394 0.0004 -0.0085 0.0373 -0.760
S 5.69761 4.10964 -4.45733 -0.0033 -0.0181 0.0355 -0.071
C 5.22677 3.98070 -2.71693 0.0277 0.0290 -0.1164 -0.941
C 4.02691 3.07125 -2.48870 0.0181 0.0081 0.0207 0.466
C 3.68342 2.96211 -1.01436 -0.0795 -0.0213 0.0585 -1.226
N 2.50932 2.08912 -0.76911 -0.2084 -0.0759 -0.1654 0.892
P 2.51217 0.39733 -0.75112 -0.1024 0.0708 0.0203 1.567
C 4.20432 -0.05334 -0.28200 -0.0744 0.0143 -0.0421 0.736
C 5.15468 -0.27935 -1.28456 -0.0264 0.0244 0.0978 -0.577
C 6.48644 -0.47006 -0.94837 -0.0106 -0.0087 -0.0528 -0.988
C 6.88566 -0.43444 0.37876 0.0343 -0.0070 0.0433 -0.843
C 5.95243 -0.19979 1.38042 0.0044 0.0057 -0.0147 -1.180
C 4.62156 -0.00822 1.05060 -0.0024 0.0106 -0.0019 0.203
C 2.29725 -0.23669 -2.42580 0.0966 -0.1253 -0.0046 0.134
C 2.65708 -1.56304 -2.69029 -0.0195 0.0343 -0.0354 -0.288
C 2.40203 -2.11370 -3.93594 -0.0027 -0.0025 0.0208 -0.863
C 1.77734 -1.35255 -4.91795 -0.0098 -0.0071 -0.0273 -0.850
C 1.41510 -0.03811 -4.65808 -0.0028 0.0141 0.0176 -0.903
C 1.67345 0.51988 -3.41307 -0.0189 0.0601 0.0299 -0.896
P 0.95619 2.59622 -0.36647 0.2092 -0.1389 0.8777 1.601
C 0.84484 4.32367 -0.83705 -0.1720 -0.1351 -0.3976 1.264
C 0.72096 4.58632 -2.20594 0.0075 0.0369 0.0095 -0.608
C 0.74889 5.89071 -2.66742 0.0133 -0.0123 0.0322 -1.088
C 0.88681 6.93682 -1.76199 -0.0049 0.0125 -0.0502 -0.908
C 1.00366 6.67949 -0.40364 0.0072 -0.0072 0.0609 -0.742
C 0.98813 5.37473 0.06675 -0.0028 0.0364 0.0115 -0.562
C 0.94455 2.63322 1.47311 0.1130 0.1443 0.0434 -0.860
C -0.19640 3.11175 2.14679 0.0112 -0.0439 0.0560 -0.048
C -0.18031 3.26579 3.52434 -0.0426 0.0122 -0.0613 -1.167
C 0.96399 2.95402 4.24610 -0.0042 0.0045 0.0616 -0.967
C 2.10392 2.49847 3.59645 0.0257 -0.0143 -0.0734 -0.518
C 2.09876 2.33766 2.21988 -0.0010 0.0150 0.0013 -0.310
H 4.62825 5.42896 -6.09422 0.0076 -0.0004 -0.0044 0.403
H 4.46463 6.18274 -4.50387 -0.0087 -0.0018 -0.0079 0.266
H 3.42067 4.80477 -4.96850 0.0020 0.0052 0.0028 0.146
H 5.04446 4.98408 -2.32242 -0.0084 -0.0127 0.0131 0.376
H 6.10538 3.58759 -2.20101 -0.0009 -0.0043 0.0056 0.400
H 4.24788 2.08179 -2.89676 -0.0047 -0.0134 0.0000 0.211
H 3.15602 3.45052 -3.03114 0.0265 0.0143 -0.0061 -0.338
H 3.44848 3.94231 -0.59446 0.0169 -0.0071 -0.0145 0.821
H 4.52129 2.55769 -0.44205 0.0542 0.0242 -0.0279 0.739
H 4.86454 -0.29814 -2.32462 0.0153 0.0072 -0.0367 0.395
H 7.21409 -0.64413 -1.72975 -0.0059 0.0037 0.0009 0.523
H 7.92610 -0.58676 0.63328 -0.0062 0.0031 0.0063 0.453
H 6.26493 -0.16493 2.41576 -0.0055 -0.0013 -0.0015 0.548
H 3.91419 0.18329 1.84408 0.0531 -0.0134 0.0172 -0.235
H 3.14591 -2.16301 -1.93052 -0.0027 -0.0062 0.0027 0.590
H 2.69931 -3.13244 -4.14696 0.0002 0.0039 -0.0022 0.519
H 1.58654 -1.78127 -5.89294 0.0034 0.0006 0.0071 0.481
H 0.94866 0.55759 -5.43158 0.0027 -0.0026 0.0048 0.564
H 1.41358 1.55543 -3.22416 0.0106 -0.0128 0.0036 0.640
H 0.59822 3.77221 -2.91275 0.0064 0.0027 0.0069 0.580
H 0.65454 6.09479 -3.72550 0.0002 -0.0003 -0.0021 0.582
H 0.90152 7.95846 -2.11784 0.0016 -0.0035 -0.0023 0.469
H 1.11544 7.49687 0.29596 -0.0011 0.0020 -0.0104 0.470
H 1.10129 5.19472 1.12735 0.0005 -0.0267 0.0045 0.360
H -1.07260 3.41701 1.58674 0.0094 0.0110 0.0016 0.807
H -1.05230 3.65826 4.03141 0.0033 -0.0026 -0.0030 0.539
H 0.97812 3.09624 5.31919 0.0001 -0.0017 -0.0043 0.433
H 3.00591 2.30665 4.16234 0.0040 0.0095 -0.0020 0.534
H 3.01029 2.05468 1.70652 -0.0518 0.0255 -0.0044 0.426
I 0.24058 -4.97383 2.06014 0.0067 -0.0390 -0.1108 0.008
I 1.49091 -5.42628 -0.24870 0.0152 0.0622 0.1293 0.021
```
Forces are in eV/Å.

Values from the calculation:
Highest occupied orbital energy, hartree: -0.5132
Charge: +3
LUMO level, eV: -8.685
Calculated total energy, eV: -106637.786
Spin multiplicity: 1
Strongest force on any atom, eV/Å: 0.91

---

Entry 2:
ORCA calculation (the ωB97M-V functional and the def2-TZVPD basis) on 12 unconnected molecules or ions with the total composition C46H57Cl8F5O6.

```
122
Properties=species:S:1:pos:R:3:forces:R:3:mulliken_charge:R:1
O 7.02263 0.55109 -3.40381 -1.8483 0.3418 -0.3233 -0.654
C 5.96032 1.14293 -3.61747 2.1390 0.6618 -0.0139 0.576
O 4.75719 0.70348 -3.31273 0.2449 1.2105 -1.0176 -0.072
C 4.74995 -0.51328 -2.65062 -2.6420 -0.3256 1.2027 -0.531
C 3.20628 -0.88103 -2.50779 1.9998 -0.5470 -0.0193 -0.460
C 5.95070 2.56048 -4.12521 -2.0305 -0.3059 -1.7837 -0.403
H 5.33302 -0.36793 -1.75359 -0.3337 -0.2301 0.8533 0.282
H 5.30264 -1.22256 -3.19693 0.3508 -1.1769 -0.9260 0.483
H 3.22953 -1.86744 -2.00538 -0.6144 0.2405 -0.6276 0.341
H 2.73144 -0.84298 -3.50898 0.4152 -0.5976 0.5013 0.294
H 2.62492 -0.20504 -1.89767 0.3072 0.3459 0.2995 -0.272
H 4.89267 2.88343 -4.45299 1.6650 -0.7261 0.2375 0.014
H 6.67414 2.66135 -4.97141 -0.4688 0.2329 1.0550 0.289
H 6.11465 3.16282 -3.25984 0.7123 0.6805 0.3588 0.087
O -7.26970 -0.21179 -0.41068 -0.6463 0.0515 -0.0527 -0.539
C -6.69184 -1.25646 -0.46506 1.9730 0.6832 -0.4067 0.754
O -5.30018 -1.29352 -0.23271 -1.6054 -0.8527 -0.3429 -0.190
C -4.64070 -0.03156 -0.06177 -0.2999 0.9151 -1.1043 0.187
C -3.59430 -0.12605 0.98548 0.6128 -1.9367 0.9041 -1.226
C -7.34623 -2.58712 -0.77468 1.3387 -0.2795 2.8419 -1.113
H -5.34619 0.71745 0.24618 -0.5983 0.2582 0.0298 0.411
H -4.28585 0.32278 -1.06397 0.0328 -0.5196 0.7425 -0.004
H -3.07938 -1.10223 0.95659 -0.0871 0.2628 -0.2114 0.334
H -3.98528 -0.07391 1.99774 -0.4723 -0.0248 0.0812 0.178
H -2.83532 0.61104 0.97354 0.6374 1.0277 -0.5157 0.310
H -8.12524 -2.48876 -1.47939 -0.7756 0.2684 -0.7098 0.355
H -7.79269 -2.80318 0.26148 0.3818 -0.2599 -1.5627 0.280
H -6.62015 -3.37444 -1.04843 -0.4230 0.4697 0.2230 0.253
O -2.73868 4.69520 3.74531 0.0803 0.2273 0.4494 -0.606
C -2.50323 4.08547 2.73658 0.0602 0.6240 0.0699 0.509
O -3.27921 3.08619 2.31588 -0.5645 -0.5237 0.3721 -0.141
C -4.45850 2.78876 3.14445 -0.6913 -0.6332 -0.7118 -0.182
C -4.15618 2.02301 4.43324 -1.0272 -0.5314 -0.4042 -1.086
C -1.38569 4.44270 1.79126 -0.4486 -1.3367 -1.7271 -0.474
H -5.06762 2.16117 2.41944 0.5963 0.7329 1.0705 0.123
H -5.02666 3.68411 3.40121 0.3413 0.2205 -0.4140 0.410
H -5.05946 1.86801 5.08388 0.6295 0.3981 -0.8173 0.347
H -3.39499 2.46695 5.03174 0.5187 0.5659 0.3235 0.359
H -3.83119 1.04364 4.13927 0.3457 -0.6817 0.0723 0.257
H -0.65517 5.06448 2.26291 0.2774 0.3423 0.3401 0.404
H -1.83798 4.97748 0.91158 0.3850 -0.3869 0.8058 0.204
H -0.89569 3.52153 1.35533 -0.5612 1.0059 0.6298 -0.109
F 0.87967 -0.07287 0.25935 0.3035 0.7187 -0.2945 -0.466
C 1.26385 1.21105 -0.11195 -0.3789 -1.5264 1.3626 0.666
C 0.25471 2.06532 -0.45485 -0.0323 0.1743 -1.1040 -0.335
C 0.58883 3.33481 -0.93680 1.5432 -0.5180 -0.7031 -0.668
C 1.97225 3.64031 -1.01492 -0.4801 -0.0536 1.3824 -1.050
C 2.95227 2.78147 -0.44564 -0.7839 1.3065 -1.1853 -0.521
C 2.59329 1.52313 -0.00098 1.4273 -0.1208 0.0313 0.200
H -0.72057 1.61739 -0.54360 -0.4281 0.2796 0.1988 0.690
H -0.14479 3.97853 -1.42116 0.0706 -0.0538 0.4800 0.697
H 2.30140 4.62365 -1.34100 -0.1498 -0.1835 -0.1996 0.549
H 3.96995 3.17321 -0.47794 -0.1377 -0.5414 0.2501 0.303
H 3.37542 0.81287 0.35296 -0.9640 0.4967 -0.2163 -0.028
F -3.81252 3.76234 -1.27158 -0.1009 1.0925 0.9938 -0.207
C -4.44056 3.43902 -2.40096 -0.2984 -0.5878 -0.1140 0.678
C -3.64134 3.25915 -3.48495 0.1582 -0.8360 -2.2281 -0.297
C -4.15914 2.49201 -4.56602 1.7544 1.3104 -0.2287 -0.167
C -5.41470 1.99121 -4.55569 -1.3616 -0.5876 1.5398 -0.785
C -6.20500 2.20503 -3.40496 0.6730 1.5585 -0.5080 -0.176
C -5.78777 3.07575 -2.38825 0.8070 -1.7397 -0.4813 -0.962
H -2.62694 3.65447 -3.59030 -0.3437 -0.2658 0.5501 0.220
H -3.51423 2.30499 -5.43277 -0.2176 0.1504 0.3604 0.379
H -5.79398 1.35005 -5.32753 0.0463 -0.1431 -0.3068 0.421
H -7.16397 1.76014 -3.33068 -0.8113 -0.2825 0.0317 0.473
H -6.37186 3.15968 -1.50088 -0.2741 0.2477 0.5145 0.426
F 7.15754 -6.35734 3.70940 -0.8897 0.5402 0.0790 -0.310
C 6.39001 -5.46091 4.40449 1.0314 -0.5983 0.5776 0.259
C 5.91804 -5.82738 5.64615 -0.7082 -3.2092 -0.2135 -0.288
C 5.29531 -4.97268 6.47793 -0.1264 2.5469 -1.2883 -0.588
C 5.11682 -3.62541 6.07102 -0.4176 0.2424 1.8353 -0.046
C 5.63713 -3.23450 4.85573 -1.0970 0.0023 -0.7317 0.005
C 6.23756 -4.18569 3.99220 0.4465 1.4501 -0.3054 -0.419
H 5.74678 -6.90199 5.87917 1.0187 0.6754 -0.1421 0.272
H 4.91472 -5.35177 7.36384 -0.7913 -0.4046 1.6117 0.444
H 4.55752 -2.90910 6.78166 1.0629 -1.1005 -1.4657 0.178
H 5.37010 -2.23043 4.49472 0.6309 -0.4930 0.0675 0.004
H 6.68664 -3.91167 3.04755 -0.1763 0.2640 -0.1154 0.485
F -1.14460 -3.50109 3.73405 0.6183 -0.1344 -0.0777 -0.284
C -1.79906 -4.30137 2.87785 -0.4873 -0.1540 -1.6961 0.234
C -3.16735 -4.35102 3.03444 -0.1303 -0.5605 0.2265 -0.194
C -3.92318 -5.12328 2.13047 2.0756 0.8022 0.2280 -0.662
C -3.26858 -5.74569 1.06944 0.1253 0.2936 1.2335 -0.294
C -1.87977 -5.74144 0.91878 -0.8327 1.3750 0.8206 -0.790
C -1.15843 -4.91909 1.78051 0.7915 0.1644 1.1312 -0.198
H -3.51383 -3.79860 3.90875 -0.5088 -0.2708 -0.3499 0.414
H -4.97035 -5.24124 2.20356 -0.9324 0.1423 0.2098 0.438
H -3.94917 -6.21285 0.43096 -0.4023 -1.1386 -1.3123 0.463
H -1.39157 -6.26280 0.12889 0.2217 -0.2166 -0.4811 0.410
H -0.07518 -4.76104 1.67110 -0.5324 -0.2502 0.0360 0.456
F -3.77865 -0.44182 -5.85268 1.0386 -0.6285 1.0839 -0.394
C -2.87173 -0.71409 -4.81516 -2.5017 -0.0734 -0.8953 0.475
C -1.65444 -0.13915 -4.89848 1.4564 1.5976 -0.7958 -0.471
C -0.77570 -0.24903 -3.83609 -1.3764 -1.4723 1.1972 -0.057
C -1.16228 -0.96209 -2.66552 -0.8866 1.3311 -0.1080 -0.928
C -2.48869 -1.43686 -2.55402 1.1083 -0.2871 -1.8360 -0.418
C -3.31877 -1.40478 -3.71221 0.2502 0.2081 1.9262 -0.794
H -1.42733 0.56357 -5.73461 -0.1778 -0.9384 0.5810 0.355
H 0.15067 0.23988 -3.89549 1.1928 0.5038 0.0679 0.590
H -0.57079 -0.88140 -1.74782 0.1151 -0.3485 -0.4988 0.521
H -2.80621 -1.91486 -1.63400 -0.2001 0.1044 -0.1390 0.664
H -4.33401 -1.76036 -3.58105 0.0149 0.0214 -0.5091 0.433
C 2.88407 0.34793 6.11202 -0.2605 0.1442 -0.3001 -0.368
Cl 4.58664 -0.03561 5.89921 0.1219 0.3791 -0.0151 -0.137
Cl 1.89710 -0.35137 4.81226 -0.0011 -0.0788 0.2882 -0.093
H 2.61013 -0.00507 7.08106 -0.4084 -0.7279 0.3550 0.291
H 2.65914 1.40233 6.12669 0.5202 0.3770 -0.3399 0.333
C 1.02863 3.96441 -4.43734 0.4191 -0.6086 1.5331 0.267
Cl 2.66648 4.58928 -4.56186 0.0400 0.2873 0.0910 -0.182
Cl -0.19872 5.10363 -3.98316 -0.3759 0.8600 -0.0323 -0.177
H 0.78907 3.52726 -5.35131 -0.4610 -0.5065 -1.5538 0.430
H 0.98958 3.20545 -3.65757 0.3761 -0.0054 -0.0784 -0.335
C 3.67178 -2.55139 1.23212 0.6503 -1.1498 1.4274 0.069
Cl 4.38266 -3.84291 0.21593 -0.1594 0.6880 0.1533 -0.185
Cl 4.77200 -1.24305 1.68585 0.2085 -0.1803 -0.1563 -0.182
H 2.84004 -2.09849 0.78754 -1.0452 0.4563 -1.1005 -0.080
H 3.33209 -3.04866 2.15254 0.3348 0.2549 -0.3034 0.341
C 8.06989 2.74008 -1.33209 -0.1012 -0.4138 0.8503 -0.320
Cl 6.65670 1.99018 -0.47075 0.0930 0.7144 -0.0714 -0.059
Cl 7.91766 4.46183 -1.79203 -0.1416 -0.6428 0.3471 -0.165
H 8.88522 2.64561 -0.58843 -0.3520 0.0825 -0.9398 0.357
H 8.10962 2.10897 -2.21712 0.5908 0.2965 -0.0039 0.212
```
Forces are in eV/Å.

Values from the calculation:
Highest occupied orbital energy, hartree: -0.3388
Charge: 0
LUMO level, eV: 0.370
Calculated total energy, eV: -174676.453
Spin multiplicity: 1
Strongest force on any atom, eV/Å: 3.29
Structure (SMILES): CCOC(C)=O.CCOC(C)=O.CCOC(C)=O.Fc1ccccc1.Fc1ccccc1.Fc1ccccc1.Fc1ccccc1.Fc1ccccc1.ClCCl.ClCCl.ClCCl.ClCCl